Entry 1:
A molecular structure, C33H27Cl2N5O3SSr in a non-equilibrium geometry, computed with ωB97M-V/def2-TZVPD.

XYZ file:
```
72
Properties=species:S:1:pos:R:3:mulliken_charge:R:1
Sr -0.60 0.17 0.21 2.329
N 3.46 0.43 1.74 -0.069
C 3.98 0.66 0.46 -0.834
C 2.90 0.80 -0.36 -0.731
N 1.75 0.65 0.35 0.562
C 2.11 0.44 1.64 -0.040
C 1.19 0.23 2.70 -0.550
N -0.12 -0.01 2.53 0.131
C -0.68 -0.15 3.76 -0.802
C 0.30 0.00 4.72 -0.576
N 1.49 0.24 4.04 -0.073
H 3.98 0.22 2.58 0.225
H 5.04 0.70 0.27 0.446
H 2.86 0.99 -1.42 0.533
H -1.73 -0.38 3.87 0.511
H 0.25 -0.04 5.80 0.418
H 2.40 0.41 4.42 0.179
Cl -3.97 -2.15 -2.59 -0.202
C -3.20 -2.07 -1.01 1.102
Cl -4.32 -2.50 0.27 -0.185
C -2.64 -0.71 -0.78 0.634
O -2.85 -0.15 0.38 -0.795
O -1.85 -0.22 -1.69 -0.685
H -2.39 -2.82 -1.00 -0.452
O -0.48 2.41 0.91 -0.494
S -0.22 2.91 -0.52 0.141
C -0.19 4.69 -0.36 0.426
C 0.51 5.46 -1.27 -0.178
C 0.46 6.85 -1.18 -0.674
C -0.29 7.45 -0.17 -0.418
C -0.97 6.68 0.76 -0.834
C -0.91 5.27 0.67 -0.041
C -1.81 2.91 -1.32 0.845
C -2.98 2.84 -0.58 -0.238
C -4.21 2.91 -1.25 -0.652
C -4.23 3.03 -2.64 -0.473
C -3.04 3.07 -3.36 -0.620
C -1.82 3.03 -2.70 -0.444
H 1.07 4.96 -2.06 0.403
H 1.02 7.43 -1.90 0.397
H -0.33 8.54 -0.11 0.387
H -1.53 7.13 1.57 0.394
H -1.41 4.62 1.39 0.351
H -2.93 2.70 0.49 0.341
H -5.13 2.86 -0.68 0.412
H -5.18 3.09 -3.15 0.406
H -3.06 3.14 -4.44 0.404
H -0.89 3.09 -3.25 0.397
N -0.18 -2.07 0.26 -0.780
C 0.50 -3.04 0.03 -1.568
C 2.00 -2.98 -0.22 0.739
C 2.85 -3.67 0.63 -0.160
C 4.22 -3.58 0.43 -0.717
C 4.74 -2.85 -0.63 -0.488
C 3.87 -2.18 -1.49 -0.729
C 2.49 -2.24 -1.28 -0.225
C -0.09 -4.43 0.00 0.805
C -1.21 -4.70 0.77 -0.304
C -1.81 -5.96 0.69 -0.588
C -1.28 -6.94 -0.14 -0.477
C -0.15 -6.66 -0.92 -0.634
C 0.45 -5.40 -0.84 -0.407
H 2.46 -4.24 1.46 0.506
H 4.90 -4.11 1.10 0.394
H 5.82 -2.80 -0.79 0.397
H 4.27 -1.61 -2.32 0.424
H 1.80 -1.72 -1.93 0.550
H -1.62 -3.93 1.43 0.409
H -2.68 -6.17 1.30 0.390
H -1.75 -7.92 -0.20 0.375
H 0.25 -7.41 -1.58 0.368
H 1.32 -5.18 -1.46 0.406
```

Properties
Energy above the lowest of the compared OMol25 structures with the same formula, charge and spin (kJ/mol): 0.0
Total energy (Eh): -3122.53721
LUMO (eV): -0.08
Frontier orbital gap (eV): 5.989

***

Entry 2:
A molecular structure, C33H27I3N6O3Pb in a non-equilibrium geometry, computed with ωB97M-V/def2-TZVPD.

XYZ file:
```
73
Properties=species:S:1:pos:R:3:mulliken_charge:R:1
Pb -0.58 0.95 0.32 1.437
C -0.93 -3.98 0.39 -0.757
C 0.48 -3.49 0.31 0.410
N 1.42 -4.38 0.50 -0.659
C 2.71 -4.00 0.47 -1.384
C 3.11 -2.70 0.33 0.968
C 4.59 -2.40 0.25 -0.945
O 5.00 -1.44 1.21 -0.478
C 2.12 -1.69 0.17 0.513
C 2.57 -0.35 0.15 -1.314
N 1.90 0.76 0.07 0.884
C 2.65 1.92 -0.08 -0.551
C 3.72 1.95 -1.00 0.571
C 4.48 3.08 -1.18 -1.033
C 4.21 4.22 -0.45 -0.660
C 3.16 4.24 0.44 -0.381
C 2.38 3.11 0.60 -0.461
I 0.71 3.20 1.93 0.023
C 0.75 -2.10 0.07 0.131
O -0.22 -1.33 -0.25 -0.593
H -0.92 -5.04 0.63 0.371
H -1.45 -3.83 -0.56 0.240
H -1.46 -3.44 1.17 -0.037
H 3.42 -4.81 0.57 0.308
H 4.83 -2.02 -0.77 0.272
H 5.13 -3.34 0.40 0.468
H 5.90 -1.63 1.50 0.308
H 3.65 -0.25 0.27 1.241
H 3.92 1.06 -1.58 0.618
H 5.30 3.06 -1.88 0.426
H 4.82 5.10 -0.59 0.398
H 2.95 5.12 1.02 0.433
I -1.96 -5.11 5.02 0.018
C -1.39 -3.26 4.16 -0.331
C -0.08 -2.82 4.28 -0.262
C 0.26 -1.63 3.69 -0.043
I 2.22 -0.86 3.77 0.038
C -0.67 -0.82 3.00 0.089
O -0.29 0.30 2.49 -0.678
C -2.00 -1.29 2.93 0.338
C -3.02 -0.47 2.19 -0.854
N -2.71 -0.47 0.76 0.272
C -3.82 -0.11 -0.11 -1.092
C -4.01 1.38 -0.23 0.610
C -5.15 1.89 -0.85 -0.940
C -5.31 3.26 -0.94 -0.374
C -4.34 4.09 -0.39 -0.747
C -3.22 3.49 0.18 -0.304
N -3.06 2.18 0.24 0.214
C -2.33 -2.51 3.49 -0.722
H 0.66 -3.40 4.81 0.419
H -4.03 -0.86 2.37 0.525
H -2.98 0.57 2.53 0.267
H -2.35 -1.39 0.50 -0.118
H -3.60 -0.51 -1.11 0.406
H -4.77 -0.55 0.23 0.398
H -5.89 1.22 -1.27 0.459
H -6.18 3.69 -1.42 0.423
H -4.44 5.16 -0.41 0.423
H -2.43 4.08 0.61 0.325
H -3.35 -2.88 3.41 0.406
N 3.32 0.92 -5.10 -0.517
C 2.24 0.94 -4.72 0.045
C 0.91 0.98 -4.24 0.110
C -0.18 0.67 -5.06 -0.455
C -1.45 0.77 -4.52 -0.884
C -1.59 1.17 -3.20 -0.139
N -0.55 1.44 -2.41 -0.041
C 0.66 1.35 -2.92 0.257
H -0.02 0.36 -6.08 0.509
H -2.32 0.55 -5.12 0.439
H -2.57 1.30 -2.75 0.375
H 1.48 1.58 -2.25 0.371
```

Properties
Energy above the lowest of the compared OMol25 structures with the same formula, charge and spin (kJ/mol): 34.6
Total energy (Eh): -2913.93488
LUMO (eV): -0.37
Frontier orbital gap (eV): 6.770

***

Entry 3:
A molecular structure, C33H28Cl3N5O6PS3Y, computed with ωB97M-V/def2-TZVPD.

XYZ file:
```
80
Properties=species:S:1:pos:R:3:mulliken_charge:R:1
Y -1.66 -0.34 -0.05 0.931
Cl -7.57 2.79 3.40 -0.213
C -6.44 1.84 2.49 0.406
C -5.12 2.25 2.41 -0.949
C -4.25 1.47 1.67 1.105
Cl -2.55 1.93 1.56 -0.143
C -4.62 0.30 0.99 -0.476
O -3.74 -0.40 0.32 -0.748
C -5.96 -0.07 1.12 0.383
Cl -6.49 -1.52 0.34 -0.207
C -6.86 0.69 1.85 -0.746
H -4.78 3.15 2.90 0.483
H -7.89 0.37 1.92 0.457
O 1.65 -4.77 1.61 -0.698
C 1.87 -4.63 0.29 0.400
C 2.86 -5.42 -0.29 -0.680
C 3.15 -5.32 -1.63 -0.312
C 2.45 -4.43 -2.44 -0.931
C 1.46 -3.64 -1.88 -0.507
C 1.15 -3.73 -0.52 0.428
C 0.12 -2.83 0.03 1.030
O -0.44 -1.97 -0.77 -0.943
N -0.17 -2.91 1.30 -0.651
N -1.08 -1.93 1.70 0.250
C -1.51 -2.11 2.90 -0.054
S -1.09 -3.50 3.85 -0.040
C -1.96 -2.95 5.34 -0.532
C -3.16 -2.13 4.91 -0.709
S -2.58 -0.95 3.66 0.053
H 0.97 -4.12 1.87 0.536
H 3.40 -6.11 0.35 0.448
H 3.92 -5.94 -2.06 0.389
H 2.67 -4.35 -3.50 0.434
H 0.90 -2.94 -2.48 0.442
H -1.28 -2.36 5.96 0.279
H -2.27 -3.84 5.89 0.420
H -3.57 -1.55 5.74 0.422
H -3.94 -2.75 4.47 0.308
O 4.08 7.01 -3.55 -0.675
S 3.42 5.96 -2.81 1.237
O 2.29 6.37 -2.00 -0.682
O 4.29 4.99 -2.17 -0.684
C 2.66 4.89 -4.07 -0.059
N 3.20 4.80 -5.29 -0.466
C 2.64 3.95 -6.13 -0.363
C 1.58 3.12 -5.79 -0.695
C 1.11 3.28 -4.50 0.550
N 1.62 4.17 -3.66 -0.184
C 0.06 2.47 -3.85 0.920
C -0.13 1.12 -4.10 -0.722
C -0.88 0.38 -3.21 -0.379
N -1.44 0.91 -2.11 -0.390
C -1.37 2.24 -1.95 -0.111
C -0.64 3.05 -2.79 -0.566
H 3.07 3.90 -7.13 0.420
H 1.15 2.42 -6.49 0.439
H 0.37 0.62 -4.92 0.380
H -0.96 -0.70 -3.32 0.423
H -1.85 2.65 -1.07 0.463
H -0.49 4.09 -2.57 0.496
C 1.23 2.66 1.03 -1.301
P 0.93 0.97 0.42 1.307
C 1.89 0.90 -1.13 -0.838
C 1.79 -0.13 1.57 0.648
C 2.71 -1.09 1.14 -0.275
C 3.23 -2.01 2.04 -0.508
C 2.85 -1.97 3.38 -0.603
C 1.95 -1.01 3.81 -0.690
C 1.41 -0.10 2.91 -0.874
H 0.77 2.79 2.01 0.384
H 0.80 3.38 0.33 0.406
H 2.30 2.85 1.11 0.458
H 2.94 1.11 -0.96 0.612
H 1.49 1.66 -1.81 -0.193
H 1.78 -0.08 -1.59 0.154
H 3.01 -1.14 0.10 0.360
H 3.93 -2.76 1.70 0.425
H 3.25 -2.70 4.07 0.401
H 1.65 -0.97 4.85 0.467
H 0.69 0.63 3.26 0.245
```

Properties
Energy above the lowest of the compared OMol25 structures with the same formula, charge and spin (kJ/mol): 24.4
Total energy (Eh): -4954.55840
LUMO (eV): -1.10
Frontier orbital gap (eV): 6.419

***

Please write out number 2 again, unchanged.
A molecular structure, C33H27I3N6O3Pb in a non-equilibrium geometry, computed with ωB97M-V/def2-TZVPD.

XYZ file:
```
73
Properties=species:S:1:pos:R:3:mulliken_charge:R:1
Pb -0.58 0.95 0.32 1.437
C -0.93 -3.98 0.39 -0.757
C 0.48 -3.49 0.31 0.410
N 1.42 -4.38 0.50 -0.659
C 2.71 -4.00 0.47 -1.384
C 3.11 -2.70 0.33 0.968
C 4.59 -2.40 0.25 -0.945
O 5.00 -1.44 1.21 -0.478
C 2.12 -1.69 0.17 0.513
C 2.57 -0.35 0.15 -1.314
N 1.90 0.76 0.07 0.884
C 2.65 1.92 -0.08 -0.551
C 3.72 1.95 -1.00 0.571
C 4.48 3.08 -1.18 -1.033
C 4.21 4.22 -0.45 -0.660
C 3.16 4.24 0.44 -0.381
C 2.38 3.11 0.60 -0.461
I 0.71 3.20 1.93 0.023
C 0.75 -2.10 0.07 0.131
O -0.22 -1.33 -0.25 -0.593
H -0.92 -5.04 0.63 0.371
H -1.45 -3.83 -0.56 0.240
H -1.46 -3.44 1.17 -0.037
H 3.42 -4.81 0.57 0.308
H 4.83 -2.02 -0.77 0.272
H 5.13 -3.34 0.40 0.468
H 5.90 -1.63 1.50 0.308
H 3.65 -0.25 0.27 1.241
H 3.92 1.06 -1.58 0.618
H 5.30 3.06 -1.88 0.426
H 4.82 5.10 -0.59 0.398
H 2.95 5.12 1.02 0.433
I -1.96 -5.11 5.02 0.018
C -1.39 -3.26 4.16 -0.331
C -0.08 -2.82 4.28 -0.262
C 0.26 -1.63 3.69 -0.043
I 2.22 -0.86 3.77 0.038
C -0.67 -0.82 3.00 0.089
O -0.29 0.30 2.49 -0.678
C -2.00 -1.29 2.93 0.338
C -3.02 -0.47 2.19 -0.854
N -2.71 -0.47 0.76 0.272
C -3.82 -0.11 -0.11 -1.092
C -4.01 1.38 -0.23 0.610
C -5.15 1.89 -0.85 -0.940
C -5.31 3.26 -0.94 -0.374
C -4.34 4.09 -0.39 -0.747
C -3.22 3.49 0.18 -0.304
N -3.06 2.18 0.24 0.214
C -2.33 -2.51 3.49 -0.722
H 0.66 -3.40 4.81 0.419
H -4.03 -0.86 2.37 0.525
H -2.98 0.57 2.53 0.267
H -2.35 -1.39 0.50 -0.118
H -3.60 -0.51 -1.11 0.406
H -4.77 -0.55 0.23 0.398
H -5.89 1.22 -1.27 0.459
H -6.18 3.69 -1.42 0.423
H -4.44 5.16 -0.41 0.423
H -2.43 4.08 0.61 0.325
H -3.35 -2.88 3.41 0.406
N 3.32 0.92 -5.10 -0.517
C 2.24 0.94 -4.72 0.045
C 0.91 0.98 -4.24 0.110
C -0.18 0.67 -5.06 -0.455
C -1.45 0.77 -4.52 -0.884
C -1.59 1.17 -3.20 -0.139
N -0.55 1.44 -2.41 -0.041
C 0.66 1.35 -2.92 0.257
H -0.02 0.36 -6.08 0.509
H -2.32 0.55 -5.12 0.439
H -2.57 1.30 -2.75 0.375
H 1.48 1.58 -2.25 0.371
```

Properties
Energy above the lowest of the compared OMol25 structures with the same formula, charge and spin (kJ/mol): 34.6
Total energy (Eh): -2913.93488
LUMO (eV): -0.37
Frontier orbital gap (eV): 6.770